Density functional theory data (the ωB97M-V functional and the def2-TZVPD basis) for a cluster of 7 separate species, C5H22BrN2O8 in total.

Summary:
* charge: -1
* E_HOMO: -4.7 eV
* Kohn-Sham gap: 7.3 eV

Each line ends with the Mulliken charge.
Positions of all 38 atoms, in Å:
Br  -0.170  1.068  -0.232  -0.9626
C  1.056  -4.197  2.577  0.6343
O  1.147  -5.230  3.105  -0.6525
N  1.999  -3.354  2.615  -0.3732
N  0.050  -3.969  1.751  -0.4071
H  2.898  -3.619  2.991  0.2047
H  1.978  -2.456  2.153  0.1885
H  -0.472  -4.828  1.654  0.1968
H  -0.158  -3.063  1.357  0.2034
C  -2.264  -2.422  -5.233  -0.5167
C  -2.311  -3.557  -4.196  -0.4046
O  -2.664  -3.141  -2.875  -0.5298
O  -0.995  -1.757  -5.230  -0.4848
H  -3.032  -1.659  -5.109  0.3609
H  -2.495  -2.829  -6.218  0.3582
H  -1.368  -4.101  -4.150  0.2673
H  -2.908  -4.342  -4.661  0.3112
H  -2.218  -2.296  -2.779  0.3414
H  -1.148  -1.142  -5.951  0.2944
C  1.088  4.294  5.144  -0.3680
C  2.277  4.297  4.054  -0.3284
O  2.493  2.883  3.842  -0.5268
O  -0.149  3.888  4.586  -0.5013
H  0.879  5.305  5.495  0.3011
H  1.400  3.733  6.025  0.2441
H  3.212  4.823  4.246  0.3154
H  1.929  4.736  3.119  0.2423
H  1.739  2.528  3.365  0.3064
H  -0.182  2.936  4.465  0.3114
O  3.953  -1.028  -2.511  -0.6526
H  3.174  -0.608  -2.146  0.3432
H  4.076  -1.812  -1.975  0.3049
O  -3.248  4.441  0.867  -0.6523
H  -3.485  3.913  1.630  0.3030
H  -2.641  3.890  0.374  0.3396
O  -1.373  2.792  -4.352  -0.6569
H  -0.913  3.620  -4.211  0.3037
H  -1.156  2.263  -3.585  0.3413

Cartesian forces, eV/Å:
Br -0.01 -0.01 0.00
C -1.81 0.20 -2.24
O 0.36 -6.09 3.47
N 5.05 5.38 0.31
N -2.12 0.58 -1.19
H -0.51 -0.04 0.17
H -0.13 -0.23 -0.03
H -0.61 0.78 -0.35
H -0.28 -0.46 -0.19
C 0.22 -0.39 0.41
C 0.49 0.34 -0.58
O -0.36 -0.45 -1.02
O -0.69 -0.37 -0.34
H -0.37 -0.15 0.67
H 0.34 -0.38 -0.26
H 0.64 0.50 -0.13
H -1.13 0.14 0.84
H 0.10 0.23 0.40
H 0.78 0.55 0.05
C 1.18 1.65 -0.93
C -2.30 -1.53 0.44
O 0.93 0.55 0.05
O 0.33 -0.13 0.08
H 0.15 0.20 -0.03
H 0.00 -0.41 -0.18
H -0.01 -0.43 0.80
H -0.40 0.12 0.02
H -0.02 0.09 -0.34
H 0.12 -0.13 0.00
O 0.29 -0.02 -0.21
H -0.36 0.23 0.12
H 0.00 -0.16 0.11
O -0.26 0.37 -0.01
H 0.03 -0.15 0.15
H 0.32 -0.30 -0.17
O -0.19 0.03 -0.42
H 0.10 0.14 0.09
H 0.11 -0.26 0.44